1.
Entry from the OMol25 dataset: a 2-piece molecular cluster, C3H9NO2 overall at a distorted geometry (the ωB97M-V functional and the def2-TZVPD basis).

Properties
DFT total energy: -324.92458 hartree
Structure (SMILES): CC(=O)O.CN
Net charge: 0
Frontier orbital gap: 10.4 eV
Relative energy (zero: lowest compared OMol25 entry of this formula, charge and spin): 126.1 kJ/mol

```
15
Properties=species:S:1:pos:R:3:forces:R:3
C 1.1575 0.1081 1.1457 0.2829 -0.3283 -0.1012
C 0.7179 -1.1496 1.8147 -1.3688 -0.7857 -1.1249
O 1.4055 -1.9152 2.4310 0.4007 0.2406 0.2694
O -0.5937 -1.4774 1.5636 0.6249 0.7166 0.0045
H 0.8031 0.2907 0.1317 0.1637 -1.1061 -0.1412
H 2.2344 0.0476 1.2287 0.1971 0.7019 -0.1200
H 0.7141 0.9566 1.6082 0.0316 0.7883 1.1388
H -0.6763 -2.3625 1.9256 -0.2415 -0.3642 0.2622
C -0.7976 1.3467 -1.6357 -0.2620 0.0724 2.5755
N -0.7255 -0.1306 -1.5656 0.6687 0.2491 -1.7112
H -1.7498 1.8058 -1.3858 -0.6344 -0.2826 -0.8684
H -0.3116 1.8008 -2.4839 -0.1642 -0.1176 -0.4655
H -0.2750 1.7214 -0.7411 0.4949 0.0403 -0.3235
H -0.3333 -0.3507 -2.4779 0.2198 -0.5771 0.2802
H -1.5694 -0.6917 -1.5593 -0.4134 0.7525 0.3253
```
Forces are in eV/Å.

These are the Löwdin partial charges, in e, on atoms 1 to 5:
1. C 0.009
2. C -0.553
3. O 0.093
4. O 0.072
5. H 0.040

2.
Entry from the OMol25 dataset: a 11-piece molecular cluster, C44H119N13O14 overall at a distorted geometry (the ωB97M-V functional and the def2-TZVPD basis).

Properties
DFT total energy: -3512.72072 hartree
Structure (SMILES): COC[C@H](C)N.COC[C@H](C)N.COC[C@H](C)N.COC[C@H](C)N.COC[C@H](C)N.COC[C@H](C)N.COCCNCCOC.COCCNCCOC.COCCNCCOC.NC(N)=O.NC(N)=O
Net charge: 0
Frontier orbital gap: 8.8 eV
Relative energy (zero: lowest compared OMol25 entry of this formula, charge and spin): 319.8 kJ/mol

```
190
Properties=species:S:1:pos:R:3:forces:R:3
C 2.2510 0.3493 4.0582 1.0635 0.4686 -1.7547
O 3.4021 0.3416 4.8646 -0.3473 -0.0274 0.8949
C 4.4674 1.1289 4.3838 -0.5188 0.4729 -0.2825
C 5.4712 1.2721 5.5107 0.6860 -0.5999 1.0653
C 5.0119 1.9080 6.8338 -1.3973 -0.0646 -1.0273
N 6.7268 1.8582 5.0269 -0.2195 0.4258 -0.3049
H 1.7812 1.3371 3.9894 -0.2608 -0.0587 0.5623
H 1.5608 -0.4511 4.2990 -0.0096 0.0898 0.4493
H 2.6015 0.1887 3.0235 -0.3336 -0.3089 -0.0669
H 4.8845 0.6768 3.4740 0.4156 -0.3599 0.3037
H 4.1131 2.0972 3.9950 -0.2319 0.2845 0.4533
H 5.6082 0.2370 5.8500 0.6966 -0.1387 -0.5311
H 4.5690 2.8902 6.6470 0.1942 0.1605 0.2635
H 5.8090 1.9506 7.5709 0.1389 0.0559 -0.1170
H 4.2151 1.2638 7.2145 -0.0058 0.2010 0.2493
H 6.5011 2.7554 4.5966 -0.0879 -0.1540 -0.2592
H 7.2711 2.1791 5.8216 0.1290 -0.4405 0.1070
C -0.2832 3.6982 0.5667 0.7101 -0.9835 -0.2414
O 0.0498 4.6016 -0.4655 -0.1892 0.0884 0.3686
C -0.9396 5.5294 -0.8303 -0.9023 0.5490 -0.4007
C -0.4846 6.9587 -0.5836 0.3325 0.8914 -0.8424
C -1.4240 7.9833 -1.2335 -1.1194 0.0262 0.9015
N 0.8180 7.1784 -1.2234 0.3896 -0.7684 -0.7687
H -0.8590 2.8534 0.1823 -0.3416 0.2465 0.1446
H -0.7367 4.1252 1.4627 -0.1137 0.3382 -0.1554
H 0.6569 3.2135 0.8398 0.0721 0.2256 0.2360
H -1.1310 5.4464 -1.9095 0.2190 -0.1090 -0.0883
H -1.9321 5.3661 -0.3929 0.2574 -0.3025 0.4415
H -0.4423 7.2296 0.4743 0.2225 -0.3953 0.0911
H -1.3011 9.0005 -0.8582 0.5655 -0.0996 0.0775
H -2.4466 7.7533 -0.9082 -0.0931 -0.1270 -0.3922
H -1.3885 8.0625 -2.3195 0.1128 -0.4397 -0.0388
H 1.4249 6.3640 -1.1168 -0.0364 0.1692 1.0903
H 0.6190 6.9857 -2.2109 -0.0584 0.7894 -0.1348
C 3.9435 -2.9883 6.4065 0.0271 -0.1073 1.2871
O 4.4763 -3.5870 5.2492 -0.1618 0.6962 0.0634
C 4.0741 -2.8366 4.1308 -0.0270 0.2601 -1.7769
C 4.5029 -3.5534 2.8605 0.5630 -0.4000 -0.7074
C 4.6435 -2.6653 1.6138 0.9681 -0.4160 -0.6072
N 3.6587 -4.7206 2.5458 -0.3810 0.5935 1.0679
H 2.8734 -3.2078 6.4860 -0.0760 0.3371 -0.0855
H 4.1532 -1.9186 6.5114 -0.2951 0.1309 -0.6839
H 4.3981 -3.3683 7.3268 0.1657 -0.6251 -0.4044
H 3.0012 -2.6376 4.0747 -0.3430 -0.3505 0.4291
H 4.4873 -1.8250 4.0441 0.4876 -0.0778 0.7160
H 5.4985 -3.9505 3.1065 0.1105 0.3417 -0.0076
H 4.0894 -2.9378 0.7101 -1.0717 0.0353 0.6362
H 5.6188 -2.8776 1.1559 0.3597 0.4802 0.5176
H 4.5702 -1.5936 1.7821 -0.0857 -0.0482 0.0364
H 3.7684 -5.2776 3.3931 -0.2964 -0.6061 -0.5144
H 4.0518 -5.2051 1.7491 0.0313 -0.2358 0.1458
C -1.1975 -7.1499 1.0395 0.7180 0.1847 -0.6071
O -0.8973 -6.5004 2.2450 -0.7084 -0.0439 0.9855
C -0.3566 -5.2146 2.0879 0.5926 0.2853 -0.4032
C -0.2042 -4.4643 3.4073 -0.4547 -0.3750 1.0745
C -1.5135 -4.1512 4.1254 -1.0995 -0.3864 -1.3935
N 0.5332 -3.1999 3.2039 0.7952 -0.5262 -0.4563
H -0.2775 -7.4385 0.5120 0.0978 0.1255 -0.0194
H -1.7476 -6.4815 0.3699 -0.2626 -0.1486 -0.0055
H -1.7269 -8.0830 1.2131 -0.2738 0.2156 0.3211
H 0.6542 -5.3579 1.6838 0.0966 0.4026 -0.2468
H -0.9413 -4.6026 1.3896 -0.0961 -0.0821 -0.1005
H 0.3907 -5.1286 4.0446 -0.0394 -0.0745 0.1024
H -1.4049 -3.8237 5.1550 0.0345 0.0649 -0.0254
H -2.2468 -4.9604 4.0414 0.5912 -0.5755 0.6028
H -2.0997 -3.4453 3.5227 0.5212 0.7281 0.2655
H 1.4550 -3.5207 2.8898 0.0433 0.1430 -0.3358
H 0.7850 -2.8168 4.1115 -0.4733 0.0412 0.1649
C 2.3948 -5.9419 -1.2009 0.0987 -1.5164 0.0576
O 2.7745 -6.2101 -2.5438 -0.0284 0.7916 0.7692
C 2.4878 -5.1252 -3.4075 -0.0013 -0.6607 -1.0779
C 3.2803 -3.7998 -3.2719 -2.2332 -0.5392 0.2778
C 2.5336 -2.8176 -2.3360 1.1523 0.0577 0.7434
N 3.3690 -3.1957 -4.5822 0.5392 0.8133 -0.2486
H 1.3133 -5.8041 -1.1069 -0.0031 0.6739 -0.1011
H 3.0006 -5.1804 -0.7125 -0.2095 0.3450 -0.1177
H 2.5652 -6.8697 -0.6459 0.2168 -0.0038 -0.0762
H 2.7193 -5.5221 -4.4013 0.1502 -0.0499 0.0863
H 1.4008 -4.9540 -3.4569 -0.0154 0.2724 0.3570
H 4.2328 -4.0668 -2.8110 0.2938 0.3154 -0.3542
H 2.2292 -3.3193 -1.4170 0.0009 -0.0875 -0.0052
H 1.6428 -2.2885 -2.6771 0.0738 -0.2962 -0.7003
H 3.2521 -2.0556 -2.0274 -0.1620 0.2060 -0.0157
H 2.4678 -2.8793 -4.9137 -0.0462 0.0678 0.1852
H 3.7812 -3.7427 -5.3242 0.1440 -0.3085 0.2779
C -2.7674 2.0959 3.6666 -0.4387 1.3801 -0.3860
O -3.0527 1.6928 4.9844 0.9232 -0.3557 0.2650
C -4.3430 2.0133 5.4701 0.1109 -0.9895 0.0672
C -4.5807 3.4722 5.6469 -1.7013 2.8609 0.0260
C -3.8520 4.2202 6.7758 2.6552 -0.3979 -1.3868
N -6.0388 3.7891 5.7400 0.0756 -1.3498 -0.0992
H -2.9726 3.1676 3.5615 -0.3613 -0.0267 -0.2076
H -3.3339 1.5728 2.8923 -0.1156 -0.2086 0.1048
H -1.7098 2.0996 3.3973 0.1943 -0.8082 0.6451
H -5.0822 1.5328 4.8177 -0.2326 0.4671 -0.1620
H -4.4580 1.5029 6.4328 0.2921 -0.0053 0.0097
H -4.3128 3.9893 4.7183 0.3003 -0.1956 0.0971
H -3.6429 3.6640 7.6881 -0.4461 0.0499 0.1167
H -4.0546 5.2793 6.9375 -1.2128 -0.2544 0.1760
H -2.8655 4.4063 6.3104 0.3227 -0.5047 0.5030
H -6.4943 3.0256 6.2356 -0.2105 0.2351 0.0254
H -6.1454 4.6162 6.3036 -0.1355 0.1046 0.1234
C 0.4997 0.3871 -6.3566 -0.5391 -0.6950 0.5148
O 1.2397 1.0374 -5.3482 0.0538 -0.8559 0.7677
C 0.4150 1.6541 -4.3711 -0.5309 2.3529 -1.1581
C 1.1752 2.2692 -3.2085 0.6521 -1.2570 -0.4444
N 2.2855 3.1247 -3.6653 -0.0190 -0.2738 0.1687
C 3.0592 3.4847 -2.4733 -0.2098 -0.1327 -0.1874
C 4.3745 4.2064 -2.7234 -0.2544 0.6140 0.3601
O 4.3056 5.4077 -3.4704 0.3440 0.1060 -0.6786
C 3.6315 6.4365 -2.7576 -0.6290 -1.4295 -0.2588
H 0.4154 -0.7083 -6.2641 0.9251 -0.0881 0.3276
H 0.9700 0.6051 -7.3107 -0.4524 0.2078 -0.2041
H -0.5721 0.5897 -6.2447 0.0974 0.9308 -0.7101
H -0.5033 1.1134 -4.1261 0.4706 -0.6756 0.5195
H 0.0050 2.5440 -4.8816 -0.1607 0.0279 -0.1045
H 1.5960 1.4510 -2.6096 -0.2670 0.0398 0.4033
H 0.4730 2.8556 -2.6163 0.0122 -0.0460 0.1490
H 2.8666 2.5294 -4.2505 -0.0164 0.1720 -0.1807
H 3.3568 2.5964 -1.9003 -0.1479 -0.0789 0.0705
H 2.3465 4.0308 -1.8498 0.3060 0.1727 0.2569
H 5.0773 3.5095 -3.1814 -0.0189 0.2541 -0.4765
H 4.8186 4.4610 -1.7502 -0.0626 -0.2002 0.2194
H 4.2470 6.7468 -1.9121 -0.2336 0.3302 0.1101
H 2.6911 5.9718 -2.4576 0.0361 0.3314 0.6006
H 3.2945 7.2439 -3.4029 0.7281 0.1235 -0.2153
C -5.8961 3.7526 -3.3689 -0.7190 0.6053 -0.4621
O -5.1933 3.4774 -2.1981 0.2467 -0.2260 0.3840
C -3.8684 2.9512 -2.4679 -1.4861 0.1364 0.4356
C -3.2598 2.7071 -1.0864 0.9942 0.4693 -0.7793
N -3.8113 1.6188 -0.3138 -0.7796 0.2930 -0.0228
C -3.6260 0.2765 -0.8762 -0.2605 0.5982 -0.0050
C -4.4928 -0.7127 -0.1290 -0.3921 -1.0044 -0.1540
O -5.8550 -0.3142 -0.1943 0.0727 1.2343 0.0385
C -6.8492 -1.2832 -0.2437 -0.3928 -0.6802 -0.6886
H -6.4651 2.8923 -3.7398 0.5166 -0.2185 -0.2744
H -5.2438 4.2154 -4.1198 0.0481 -0.4696 -0.2424
H -6.6723 4.5135 -3.2286 0.1644 -0.0090 0.6533
H -3.4223 3.7467 -3.0686 0.8310 -0.3377 0.0380
H -3.9925 2.0264 -3.0383 0.2727 0.0383 -0.2117
H -3.3963 3.6773 -0.6001 -0.0990 -0.2887 0.5074
H -2.1768 2.5588 -1.1348 -0.0769 -0.0111 -0.4504
H -4.8078 1.8253 -0.2757 -0.0363 -0.4175 0.2707
H -2.5638 0.0301 -0.8389 -0.0046 -0.2513 0.2619
H -3.9086 0.1995 -1.9339 -0.1000 0.1068 -0.0927
H -4.2189 -0.8338 0.9220 0.2253 0.1341 0.0642
H -4.4153 -1.6876 -0.6203 0.3138 -0.0684 0.0349
H -6.8059 -2.0359 0.5491 0.1446 0.1211 0.1754
H -6.8660 -1.8147 -1.2067 0.3991 -0.1535 0.0163
H -7.8289 -0.8048 -0.2316 0.1554 0.2884 0.3988
C -4.6756 -3.3050 -9.1312 -0.5168 0.6828 0.3915
O -5.1835 -3.4469 -7.8159 -0.1221 -0.3453 0.7003
C -4.1605 -3.2538 -6.8455 0.4509 1.9202 -0.7553
C -4.5114 -3.6992 -5.4532 -0.2255 -2.6601 0.2954
N -3.4526 -3.4942 -4.4788 1.2282 1.5546 0.6096
C -3.0602 -2.0912 -4.2173 -0.1495 0.2951 -1.0450
C -1.8767 -1.9793 -3.2992 -0.7247 -0.1698 0.7067
O -2.2707 -2.5194 -2.0213 1.1830 0.2078 -1.0095
C -1.1501 -3.0727 -1.3626 -0.2545 0.6235 1.6470
H -5.4419 -2.8323 -9.7490 -0.1930 -0.3338 0.0189
H -4.4180 -4.2860 -9.5319 0.3982 0.1755 -0.1471
H -3.8722 -2.5621 -9.1094 0.3931 -0.4235 -0.2771
H -3.9287 -2.1758 -6.8248 -0.2834 0.1693 0.0512
H -3.2128 -3.6317 -7.2426 -0.0115 -0.8118 0.5117
H -4.5498 -4.7956 -5.5138 -0.1188 -0.0687 -0.1266
H -5.5355 -3.5065 -5.1147 0.0336 1.0528 -0.2411
H -3.7201 -3.7007 -3.5204 -0.4312 -1.1271 -0.4089
H -3.9494 -1.5911 -3.8115 0.2821 0.5751 0.0613
H -2.7169 -1.5655 -5.1161 -0.4558 -0.1532 -0.1815
H -1.5738 -0.9358 -3.1693 -0.1122 0.1286 0.0383
H -1.0105 -2.4900 -3.7298 -0.0910 -0.3772 0.1378
H -0.8223 -4.0098 -1.8138 -0.0879 -0.1558 0.1952
H -1.4655 -3.1078 -0.3133 -0.1576 -1.0480 -0.0929
H -0.2828 -2.4207 -1.1926 -0.0159 0.3658 -1.0347
N 3.3025 1.7495 0.4966 0.0692 -1.6373 -0.4962
C 4.2265 0.7516 0.2706 0.4262 0.0068 0.9806
N 5.4403 1.0282 0.8579 -0.6015 0.0859 -0.6101
O 4.0122 -0.3206 -0.2834 -0.3946 0.6058 -0.1066
H 2.3389 1.4510 0.3851 -0.1321 0.5597 -0.2206
H 3.5939 2.6164 0.8941 -0.3004 0.2584 0.1008
H 5.4552 1.7963 1.4958 0.6679 0.0361 0.1528
H 6.2191 0.4178 0.6960 0.0528 0.0727 0.1469
N 1.2583 -1.2665 0.8418 -0.3750 -0.1669 -0.5397
C 0.3053 -0.3396 0.5809 0.7408 1.4930 1.2740
N -0.7168 -0.3060 1.5040 -0.0507 -0.4965 -0.6764
O 0.4399 0.5650 -0.2480 -0.1251 -0.3724 -0.1384
H 2.1827 -1.1015 0.4582 -0.0532 -0.3281 -0.1717
H 1.0569 -1.9020 1.5980 0.4106 -0.2107 0.0776
H -1.1848 0.5770 1.5933 -0.3412 -0.1276 -0.0141
H -0.7179 -0.9829 2.2497 -0.1194 0.1503 0.1460
```
Forces are in eV/Å.

These are the Löwdin partial charges, in e, on atoms 1 to 5:
1. C -0.097
2. O -0.208
3. C -0.223
4. C -0.436
5. C -0.056

| no. | molecular weight (g mol⁻¹) |
| --- | --- |
| 1 | 91.11 |
| 2 | 1054.51 |